(a)
{
  "formula": "C6H12NO2",
  "method": "ωB97M-V/def2-TZVPD",
  "symbols": ["N", "C", "C", "C", "C", "H", "H", "H", "H", "H", "H", "H", "H", "H", "O", "O", "C", "C", "H", "H", "H"],
  "xyz": [[-0.380, 0.165, 1.759], [-1.278, 0.978, 0.927], [0.947, 0.712, 1.442], [-0.552, 1.217, -0.416], [0.948, 1.037, -0.068], [-0.417, -0.803, 1.416], [-2.263, 0.486, 0.818], [-1.438, 1.940, 1.451], [1.075, 1.639, 2.032], [1.744, 0.006, 1.745], [-0.871, 0.466, -1.163], [-0.771, 2.219, -0.831], [1.545, 1.942, -0.295], [1.382, 0.196, -0.641], [-1.348, -1.341, -0.044], [0.850, -1.612, 0.478], [-0.139, -1.589, -0.305], [0.181, -1.871, -1.799], [0.417, -0.914, -2.294], [1.050, -2.543, -1.900], [-0.681, -2.330, -2.311]],
  "homo_lumo_gap_ev": 8.0,
  "mol_weight_g_mol": 130.17,
  "charge": -1,
  "multiplicity": 1
}

---

(b)
{
  "formula": "C6H12NO2",
  "method": "ωB97M-V/def2-TZVPD",
  "symbols": ["C", "C", "C", "C", "C", "C", "N", "O", "O", "H", "H", "H", "H", "H", "H", "H", "H", "H", "H", "H", "H"],
  "xyz": [[0.668, 1.566, -0.007], [1.427, 0.350, -0.739], [-0.020, 0.743, 0.988], [-0.197, -0.567, 0.324], [-0.100, -1.742, 1.369], [-1.326, -0.560, -0.731], [1.219, 0.272, -2.114], [1.898, -0.433, -2.981], [-1.108, 1.506, 1.648], [1.277, 2.449, 0.361], [-0.078, 1.997, -0.657], [2.337, 0.125, -0.279], [0.657, 0.598, 1.867], [-0.668, -1.588, 2.312], [0.969, -1.963, 1.601], [-0.400, -2.588, 0.837], [-2.008, -1.368, -0.360], [-1.012, -0.907, -1.724], [-1.714, 0.466, -0.753], [0.201, 0.412, -2.380], [-2.023, 1.230, 1.418]],
  "homo_lumo_gap_ev": 4.9,
  "mol_weight_g_mol": 130.17,
  "charge": -1,
  "multiplicity": 1
}

---

The calculated energies rank the structures as follows, beginning with the most stable: (a), (b).